The following is a DFT calculation (ωB97M-V/def2-TZVPD) of a structure of composition C16H13F5N5O2RhS.

Geometry (Å):
Rh: -0.106 0.502 -0.660
N: 0.800 3.019 -4.355
C: 0.445 2.552 -3.103
S: -0.979 1.469 -3.084
N: 1.102 2.907 -2.068
N: 0.777 2.321 -0.893
C: 1.069 2.989 0.234
C: 0.585 2.482 1.447
C: 0.839 3.090 2.702
C: 0.297 2.555 3.835
C: -0.513 1.407 3.741
C: -0.719 0.859 2.498
N: -0.196 1.355 1.371
H: 0.061 3.038 -5.039
H: 1.371 3.852 -4.331
H: 1.620 3.917 0.168
H: 1.463 3.973 2.739
H: 0.487 3.012 4.798
H: -0.968 0.961 4.613
H: -1.344 -0.020 2.382
C: -2.393 -1.047 -3.034
O: -1.086 -1.162 -2.489
C: -0.180 -0.091 -2.533
C: 1.070 -0.480 -3.275
H: -2.872 -2.007 -2.865
H: -2.353 -0.845 -4.107
H: -2.978 -0.270 -2.536
H: 0.835 -0.730 -4.312
H: 1.502 -1.352 -2.783
H: 1.806 0.322 -3.254
F: -1.939 -1.849 0.516
C: -1.028 -2.494 1.256
C: 0.329 -2.187 1.071
C: 1.252 -2.866 1.879
F: 2.556 -2.625 1.789
C: 0.826 -3.796 2.810
F: 1.719 -4.428 3.571
C: -0.519 -4.077 2.968
F: -0.917 -4.974 3.867
C: -1.452 -3.415 2.183
F: -2.751 -3.678 2.330
O: 1.838 -0.965 -0.192
N: 0.639 -1.226 0.144

Cartesian forces, eV/Å:
Rh 0.03 0.05 0.41
N -0.02 0.00 -0.02
C 0.01 -0.01 0.10
S -0.02 -0.03 -0.01
N 0.04 0.08 -0.08
N 0.07 -0.03 -0.05
C -0.04 0.02 0.00
C -0.02 0.00 -0.02
C -0.01 0.00 0.01
C 0.00 0.01 -0.02
C -0.02 -0.01 0.01
C 0.01 0.01 -0.01
N 0.05 0.00 -0.01
H 0.00 -0.01 0.00
H 0.01 -0.01 0.00
H -0.01 0.00 0.01
H 0.00 0.00 0.00
H 0.00 0.00 0.00
H 0.00 0.00 0.00
H 0.01 -0.01 0.00
C 0.02 0.00 -0.03
O -0.01 -0.02 0.00
C -0.05 -0.11 -0.27
C 0.00 0.03 0.04
H 0.00 0.00 0.00
H -0.01 0.00 0.00
H 0.00 0.00 0.01
H 0.01 0.00 0.00
H 0.00 -0.01 -0.01
H 0.00 0.00 0.00
F -0.05 0.00 0.00
C 0.09 0.07 -0.02
C -0.10 -0.14 0.03
C -0.02 0.01 -0.07
F 0.01 -0.01 0.01
C 0.03 -0.02 0.03
F 0.01 0.01 -0.01
C -0.01 -0.01 0.01
F -0.01 -0.01 0.00
C -0.01 -0.03 0.01
F -0.01 0.01 0.00
O 0.01 0.00 0.06
N 0.00 0.17 -0.10

Output
* net charge: 0
* E: -55772.651 eV
* ΔE to the lowest compared entry with this formula, charge and spin: 1.039 eV
* 2S+1: 5